{
  "formula": "C38H42FN9O4S2Yb",
  "method": "ωB97M-V/def2-TZVPD",
  "gap_ha": [0.2666, 0.2353],
  "spin_multiplicity": 2,
  "de_lowest_kj_mol": 0.0,
  "total_charge": 1,
  "symbols": ["Yb", "C", "C", "C", "C", "C", "C", "C", "N", "N", "C", "C", "C", "C", "C", "C", "N", "C", "C", "C", "C", "C", "C", "N", "H", "H", "H", "H", "H", "H", "H", "H", "H", "H", "H", "H", "H", "H", "H", "H", "H", "H", "H", "H", "F", "C", "C", "C", "C", "C", "C", "H", "H", "H", "H", "C", "C", "C", "C", "N", "C", "S", "N", "H", "H", "H", "H", "H", "C", "C", "S", "O", "O", "C", "C", "N", "C", "N", "C", "C", "N", "O", "O", "C", "H", "H", "H", "H", "H", "H", "H", "H", "H", "H", "H", "H", "H"],
  "xyz": [[12.51, 10.46, 11.43], [10.95, 10.61, 8.32], [12.08, 10.65, 7.32], [13.47, 10.26, 7.82], [14.53, 10.28, 6.89], [15.79, 9.81, 7.23], [16.01, 9.51, 8.55], [14.95, 9.58, 9.46], [13.69, 9.86, 9.10], [11.00, 11.50, 9.46], [9.66, 11.39, 10.08], [9.61, 12.10, 11.39], [8.41, 12.72, 11.82], [8.46, 13.48, 12.97], [9.67, 13.60, 13.66], [10.80, 12.99, 13.14], [10.76, 12.26, 12.03], [11.27, 12.90, 9.08], [12.65, 13.35, 9.49], [13.27, 14.40, 8.78], [14.53, 14.81, 9.15], [15.23, 14.08, 10.14], [14.56, 13.07, 10.78], [13.31, 12.76, 10.50], [10.91, 9.62, 8.73], [9.98, 10.86, 7.80], [12.18, 11.64, 6.77], [11.82, 9.97, 6.48], [14.33, 10.66, 5.85], [16.58, 9.76, 6.47], [16.95, 9.16, 8.97], [15.16, 9.36, 10.51], [9.43, 10.32, 10.21], [8.89, 11.83, 9.42], [7.52, 12.56, 11.24], [7.56, 13.95, 13.39], [9.75, 14.13, 14.59], [11.77, 13.12, 13.63], [10.54, 13.58, 9.53], [11.25, 13.08, 7.97], [12.72, 14.82, 7.91], [14.96, 15.64, 8.66], [16.24, 14.30, 10.42], [15.02, 12.56, 11.64], [13.73, 13.03, 17.64], [13.77, 12.48, 16.34], [12.80, 11.55, 16.00], [12.90, 10.87, 14.81], [13.83, 11.27, 13.85], [14.89, 12.11, 14.22], [14.82, 12.74, 15.47], [11.96, 11.37, 16.69], [12.29, 9.97, 14.58], [15.67, 12.38, 13.48], [15.51, 13.53, 15.76], [8.75, 5.96, 14.26], [9.25, 7.28, 13.74], [9.24, 8.47, 14.47], [9.97, 9.50, 13.91], [10.74, 9.32, 12.81], [10.59, 8.18, 12.09], [11.49, 7.99, 10.65], [9.73, 7.23, 12.50], [8.18, 6.11, 15.17], [9.60, 5.32, 14.34], [8.11, 5.57, 13.42], [8.78, 8.63, 15.44], [9.99, 10.50, 14.32], [21.32, 8.74, 10.31], [20.54, 7.43, 10.48], [19.13, 7.65, 11.61], [18.17, 8.52, 10.94], [19.58, 7.98, 12.93], [18.41, 5.94, 11.72], [17.43, 5.71, 12.86], [16.38, 6.72, 13.08], [15.42, 7.18, 12.20], [14.76, 8.25, 12.65], [15.27, 8.53, 13.88], [16.28, 7.61, 14.19], [16.80, 7.42, 15.43], [16.53, 8.22, 16.36], [17.52, 6.40, 15.65], [15.03, 6.44, 11.00], [22.35, 8.43, 10.08], [21.30, 9.33, 11.23], [21.00, 9.34, 9.45], [21.14, 6.63, 10.89], [20.13, 7.12, 9.54], [19.27, 5.21, 11.88], [17.99, 5.70, 10.75], [17.99, 5.71, 13.84], [16.97, 4.74, 12.79], [14.91, 9.33, 14.54], [15.40, 5.40, 11.01], [15.47, 6.93, 10.18], [13.94, 6.52, 10.91]]
}

=====

{
  "formula": "C38H43BF4HfN10O3S",
  "method": "ωB97M-V/def2-TZVPD",
  "gap_ha": 0.2820,
  "de_lowest_kj_mol": 0.0,
  "total_charge": 2,
  "symbols": ["Hf", "C", "C", "C", "C", "C", "N", "N", "B", "N", "N", "C", "C", "C", "C", "C", "N", "N", "C", "C", "C", "C", "C", "H", "H", "H", "H", "H", "H", "H", "H", "H", "H", "H", "H", "H", "H", "H", "H", "H", "H", "H", "H", "H", "H", "F", "C", "F", "F", "C", "C", "C", "C", "N", "C", "S", "H", "H", "H", "F", "C", "C", "C", "C", "O", "C", "C", "N", "C", "C", "C", "C", "C", "C", "N", "C", "C", "N", "C", "C", "C", "O", "O", "H", "H", "H", "H", "H", "H", "H", "H", "H", "H", "H", "H", "H", "H", "H", "H", "H", "H"],
  "xyz": [[-0.17, -1.29, 1.91], [-0.31, -5.29, 1.07], [-1.17, -4.64, 2.10], [-2.14, -5.26, 2.89], [-2.57, -4.31, 3.80], [-3.55, -4.44, 4.91], [-1.88, -3.18, 3.55], [-1.05, -3.36, 2.48], [-1.73, -1.93, 4.43], [-2.23, -0.69, 3.60], [-2.33, -0.70, 2.22], [-3.04, 0.38, 1.87], [-3.38, 0.66, 0.45], [-3.38, 1.11, 3.01], [-2.84, 0.41, 4.08], [-2.88, 0.74, 5.53], [-0.24, -1.80, 4.82], [0.77, -1.84, 3.89], [1.93, -1.81, 4.56], [3.25, -1.76, 3.89], [1.67, -1.78, 5.93], [0.29, -1.78, 6.06], [-0.52, -1.78, 7.31], [-0.06, -6.29, 1.40], [-0.82, -5.39, 0.11], [0.62, -4.74, 0.92], [-2.46, -6.29, 2.83], [-4.10, -5.37, 4.80], [-3.05, -4.44, 5.88], [-4.27, -3.62, 4.90], [-2.39, -2.02, 5.41], [-3.02, -0.13, -0.20], [-4.46, 0.75, 0.34], [-2.94, 1.61, 0.12], [-3.95, 2.01, 3.06], [-3.50, 1.62, 5.70], [-3.29, -0.08, 6.11], [-1.87, 0.96, 5.90], [3.31, -2.47, 3.06], [3.45, -0.76, 3.50], [4.04, -2.00, 4.60], [2.40, -1.77, 6.72], [0.15, -1.71, 8.17], [-1.20, -0.93, 7.35], [-1.10, -2.69, 7.41], [3.09, -2.62, -3.62], [2.92, -2.20, -2.35], [3.11, -0.86, -2.36], [3.89, -2.75, -1.61], [1.55, -2.54, -1.85], [0.60, -3.10, -2.69], [-0.70, -3.31, -2.25], [-1.01, -2.95, -0.95], [-0.09, -2.44, -0.13], [1.18, -2.22, -0.53], [2.16, -1.50, 0.71], [0.88, -3.36, -3.70], [-1.45, -3.75, -2.89], [-2.00, -3.07, -0.54], [-1.01, 0.49, -4.71], [-0.33, 1.20, -3.78], [-0.41, 0.84, -2.47], [0.25, 1.60, -1.50], [0.19, 1.15, -0.11], [-0.48, 0.11, 0.16], [0.94, 1.90, 0.81], [1.63, 3.00, 0.37], [1.68, 3.44, -0.89], [2.48, 4.65, -1.09], [3.47, 4.89, -2.18], [2.21, 5.72, -2.10], [1.01, 2.72, -1.88], [1.08, 3.04, -3.24], [0.43, 2.30, -4.20], [0.56, 2.68, -5.56], [-0.24, 3.80, -6.01], [0.39, 4.44, -7.23], [0.57, 3.39, -8.30], [1.35, 2.20, -7.80], [0.64, 1.64, -6.58], [1.07, 1.55, 2.27], [1.82, 2.18, 2.98], [0.32, 0.56, 2.66], [-0.99, -0.02, -2.17], [2.19, 3.55, 1.11], [2.78, 5.01, -0.11], [3.57, 4.16, -2.97], [4.41, 5.34, -1.89], [1.44, 5.57, -2.83], [2.30, 6.74, -1.75], [1.68, 3.86, -3.60], [-0.30, 4.55, -5.22], [-1.28, 3.50, -6.24], [1.39, 4.82, -7.00], [-0.22, 5.24, -7.64], [1.03, 3.80, -9.11], [-0.35, 3.08, -8.61], [2.35, 2.56, -7.56], [1.39, 1.47, -8.61], [1.23, 0.80, -6.20], [-0.34, 1.25, -6.87]]
}

=====

{
  "formula": "C38H43N3O2OsP2",
  "method": "ωB97M-V/def2-TZVPD",
  "gap_ha": [0.2584, 0.1363],
  "spin_multiplicity": 5,
  "total_charge": 4,
  "symbols": ["Os", "C", "C", "P", "C", "C", "C", "C", "C", "C", "C", "C", "C", "C", "C", "C", "P", "C", "C", "C", "C", "C", "C", "C", "C", "C", "C", "C", "C", "H", "H", "H", "H", "H", "H", "H", "H", "H", "H", "H", "H", "H", "H", "H", "H", "H", "H", "H", "H", "H", "H", "H", "H", "C", "C", "N", "O", "H", "H", "H", "H", "H", "C", "C", "N", "C", "C", "C", "O", "C", "C", "C", "C", "N", "C", "H", "H", "H", "H", "H", "H", "H", "H", "H", "H", "H", "H", "H", "H"],
  "xyz": [[-0.44, -2.53, -0.34], [1.38, -1.90, 2.32], [2.39, -1.48, 1.25], [1.84, -2.07, -0.41], [1.95, -3.89, -0.46], [1.19, -4.48, -1.50], [1.29, -5.83, -1.76], [2.15, -6.61, -0.99], [2.87, -6.05, 0.06], [2.76, -4.69, 0.34], [3.04, -1.51, -1.66], [3.42, -2.35, -2.71], [4.39, -1.94, -3.60], [4.99, -0.70, -3.46], [4.60, 0.15, -2.44], [3.62, -0.24, -1.54], [-0.35, -1.52, 1.74], [-0.48, 0.30, 1.81], [-1.39, 0.99, 0.83], [-1.53, 2.52, 1.07], [-0.99, 3.09, 2.32], [-0.20, 2.37, 3.13], [0.05, 0.97, 2.86], [-1.44, -2.17, 3.04], [-2.32, -1.37, 3.77], [-3.01, -1.92, 4.84], [-2.83, -3.26, 5.17], [-1.99, -4.06, 4.42], [-1.31, -3.53, 3.34], [1.59, -1.41, 3.27], [1.43, -2.98, 2.50], [3.40, -1.85, 1.47], [2.46, -0.39, 1.22], [0.61, -3.83, -2.19], [0.75, -6.28, -2.58], [2.27, -7.66, -1.21], [3.53, -6.66, 0.65], [3.34, -4.26, 1.15], [2.99, -3.33, -2.82], [4.69, -2.61, -4.40], [5.77, -0.40, -4.15], [5.07, 1.11, -2.33], [3.33, 0.42, -0.74], [-2.32, 0.41, 0.75], [-2.53, 2.89, 0.86], [-1.22, 4.12, 2.52], [0.22, 2.78, 4.03], [0.63, 0.44, 3.60], [-2.45, -0.32, 3.54], [-3.67, -1.30, 5.43], [-3.36, -3.68, 6.02], [-1.86, -5.11, 4.68], [-0.66, -4.16, 2.74], [-4.51, -2.98, -0.94], [-3.39, -3.97, -0.82], [-3.66, -5.25, -0.94], [-2.21, -3.58, -0.61], [-5.48, -3.47, -0.95], [-4.41, -2.42, -1.87], [-4.47, -2.27, -0.12], [-4.60, -5.58, -1.13], [-2.94, -5.96, -0.86], [-1.30, 7.85, 0.11], [-0.85, 7.47, -1.28], [-0.49, 6.08, -1.48], [0.65, 5.81, -2.33], [1.95, 5.84, -1.53], [-1.19, 5.09, -0.88], [-2.04, 5.25, -0.02], [-0.99, 3.65, -1.30], [-1.38, 3.15, -2.50], [-1.40, 1.74, -2.74], [-1.24, 0.87, -1.70], [-0.84, 1.30, -0.50], [-0.62, 2.71, -0.20], [-1.35, 8.94, 0.17], [-0.63, 7.46, 0.87], [-2.30, 7.48, 0.34], [0.00, 8.08, -1.60], [-1.66, 7.73, -1.98], [0.70, 6.56, -3.12], [0.53, 4.83, -2.80], [2.06, 6.78, -0.99], [2.79, 5.74, -2.21], [2.00, 5.02, -0.81], [-1.70, 3.80, -3.30], [-1.65, 1.38, -3.73], [-1.48, -0.20, -1.78], [0.41, 2.88, 0.12]]
}

=====

{
  "formula": "C38H44N4O4P2SZr",
  "method": "ωB97M-V/def2-TZVPD",
  "gap_ha": 0.2755,
  "de_lowest_kj_mol": 61.3,
  "total_charge": 2,
  "symbols": ["Zr", "C", "C", "N", "C", "C", "C", "C", "C", "C", "C", "N", "C", "C", "N", "N", "H", "H", "H", "H", "H", "H", "H", "H", "H", "H", "H", "H", "H", "H", "H", "H", "H", "H", "C", "C", "P", "C", "C", "C", "C", "C", "C", "C", "C", "C", "C", "C", "C", "C", "P", "C", "C", "C", "C", "C", "C", "C", "C", "C", "C", "C", "C", "H", "H", "H", "H", "H", "H", "H", "H", "H", "H", "H", "H", "H", "H", "H", "H", "H", "H", "H", "H", "H", "H", "H", "H", "H", "H", "O", "S", "O", "O", "O"],
  "xyz": [[-0.93, -0.92, -0.32], [-1.72, 1.01, -3.08], [-0.23, 0.83, -3.11], [0.16, -0.43, -2.42], [-0.12, -1.64, -3.25], [-1.54, -2.16, -3.06], [-2.13, -2.99, -3.99], [-3.40, -3.49, -3.72], [-4.04, -3.15, -2.54], [-3.39, -2.33, -1.64], [-3.96, -1.98, -0.30], [-3.36, -0.72, 0.22], [-4.09, 0.48, -0.25], [-3.66, 0.84, -1.64], [-2.18, 0.90, -1.69], [-2.17, -1.83, -1.92], [-2.21, 0.23, -3.67], [-1.99, 1.97, -3.53], [0.27, 1.66, -2.61], [0.12, 0.81, -4.15], [1.16, -0.39, -2.26], [0.55, -2.43, -2.95], [0.04, -1.43, -4.31], [-1.61, -3.25, -4.90], [-3.88, -4.15, -4.43], [-5.02, -3.54, -2.30], [-3.68, -2.79, 0.38], [-5.04, -1.93, -0.34], [-3.42, -0.76, 1.24], [-3.86, 1.30, 0.43], [-5.17, 0.30, -0.22], [-4.10, 1.79, -1.93], [-4.00, 0.10, -2.36], [-1.90, 1.76, -1.22], [0.97, 0.13, 3.18], [1.50, -1.20, 2.57], [1.98, -1.07, 0.79], [2.74, -2.65, 0.34], [2.98, -2.90, -1.01], [3.72, -4.01, -1.41], [4.21, -4.88, -0.45], [3.96, -4.65, 0.89], [3.24, -3.53, 1.29], [3.50, -0.06, 0.95], [4.18, 0.22, -0.24], [5.38, 0.92, -0.23], [5.91, 1.36, 0.98], [5.25, 1.09, 2.16], [4.05, 0.37, 2.15], [-0.51, 0.41, 2.83], [-1.11, 1.53, 1.43], [-1.81, 2.92, 2.37], [-0.99, 3.94, 2.84], [-1.53, 4.94, 3.64], [-2.89, 4.92, 3.96], [-3.70, 3.91, 3.49], [-3.16, 2.90, 2.70], [0.13, 2.44, 0.44], [1.51, 2.38, 0.41], [2.25, 3.20, -0.45], [1.60, 4.09, -1.30], [0.21, 4.19, -1.25], [-0.51, 3.38, -0.40], [1.59, 0.98, 2.93], [1.04, 0.02, 4.26], [0.75, -1.98, 2.67], [2.37, -1.54, 3.13], [2.59, -2.23, -1.77], [3.91, -4.18, -2.46], [4.79, -5.75, -0.75], [4.34, -5.33, 1.64], [3.06, -3.37, 2.34], [3.79, -0.12, -1.19], [5.91, 1.10, -1.16], [6.84, 1.91, 0.99], [5.66, 1.42, 3.11], [3.59, 0.15, 3.10], [-1.03, 0.87, 3.67], [-0.99, -0.56, 2.68], [0.07, 3.97, 2.60], [-0.90, 5.74, 4.00], [-3.30, 5.71, 4.58], [-4.75, 3.89, 3.74], [-3.80, 2.10, 2.35], [2.05, 1.76, 1.10], [3.33, 3.14, -0.44], [2.18, 4.72, -1.96], [-0.30, 4.91, -1.88], [-1.58, 3.53, -0.32], [-1.35, -2.20, 1.15], [-0.75, -3.51, 0.47], [0.14, -4.16, 1.35], [0.01, -2.69, -0.64], [-1.82, -4.25, -0.13]]
}

=====

{
  "formula": "C38H44N4P",
  "method": "ωB97M-V/def2-TZVPD",
  "gap_ha": 0.2100,
  "total_charge": 1,
  "symbols": ["C", "C", "C", "C", "C", "C", "N", "P", "H", "N", "C", "C", "C", "C", "C", "C", "C", "C", "C", "C", "C", "C", "C", "C", "H", "H", "H", "H", "H", "H", "H", "H", "H", "H", "H", "H", "H", "H", "H", "H", "H", "H", "H", "H", "H", "H", "H", "H", "C", "N", "C", "C", "C", "C", "C", "C", "C", "C", "C", "C", "C", "C", "C", "N", "C", "C", "C", "C", "H", "H", "H", "H", "H", "H", "H", "H", "H", "H", "H", "H", "H", "H", "H", "H", "H", "H", "H"],
  "xyz": [[0.80, 5.04, 4.73], [1.08, 3.82, 3.88], [1.38, 2.59, 4.49], [1.69, 1.47, 3.70], [2.03, 0.17, 4.37], [1.57, 1.55, 2.30], [1.68, 0.37, 1.44], [0.63, -0.95, 1.30], [-0.42, -0.28, -0.35], [1.85, -1.90, 0.60], [2.01, -3.34, 0.65], [1.97, -4.07, -0.56], [1.72, -3.42, -1.89], [2.07, -5.47, -0.51], [2.36, -6.13, 0.69], [2.57, -7.63, 0.70], [2.39, -5.41, 1.89], [2.26, -4.01, 1.87], [2.36, -3.27, 3.16], [3.02, -1.17, 0.45], [2.92, 0.09, 0.89], [1.31, 2.79, 1.69], [1.27, 2.90, 0.21], [0.96, 3.89, 2.49], [0.49, 5.88, 4.09], [0.00, 4.83, 5.46], [1.69, 5.37, 5.30], [1.30, 2.51, 5.57], [2.77, -0.42, 3.81], [2.43, 0.35, 5.37], [1.13, -0.44, 4.48], [1.67, -4.20, -2.65], [0.75, -2.90, -1.92], [2.50, -2.71, -2.18], [1.88, -6.05, -1.42], [2.77, -7.94, 1.74], [1.67, -8.15, 0.32], [3.43, -7.93, 0.06], [2.47, -5.95, 2.84], [2.45, -4.01, 3.96], [3.23, -2.61, 3.21], [1.46, -2.68, 3.37], [3.90, -1.70, 0.13], [3.69, 0.83, 1.01], [0.78, 3.84, -0.08], [2.25, 2.86, -0.27], [0.68, 2.09, -0.21], [0.52, 4.79, 2.03], [1.15, 5.71, -3.54], [-0.14, 5.08, -3.52], [-1.23, 5.98, -3.73], [-0.33, 3.86, -2.92], [-1.52, 3.59, -2.20], [-1.66, 2.39, -1.49], [-0.83, 1.31, -1.79], [-1.10, -0.13, -1.34], [-2.56, -0.39, -1.15], [-3.06, -1.74, -0.96], [-2.46, -2.99, -0.98], [-3.25, -4.15, -1.11], [-4.65, -4.03, -1.21], [-5.28, -2.78, -1.16], [-4.47, -1.68, -1.08], [-4.82, -0.36, -1.29], [-6.15, 0.14, -1.49], [-3.70, 0.40, -1.34], [0.27, 1.50, -2.65], [0.58, 2.79, -3.09], [1.96, 5.03, -3.30], [1.33, 6.13, -4.51], [1.20, 6.54, -2.85], [-2.13, 5.42, -3.94], [-1.39, 6.61, -2.86], [-0.98, 6.59, -4.59], [-2.26, 4.37, -2.12], [-2.48, 2.35, -0.76], [-0.70, -0.87, -2.01], [-1.37, -3.06, -0.87], [-2.78, -5.15, -1.14], [-5.25, -4.92, -1.34], [-6.36, -2.62, -1.20], [-6.84, -0.69, -1.30], [-6.36, 0.98, -0.81], [-6.33, 0.52, -2.51], [-3.86, 1.42, -1.58], [0.89, 0.63, -2.90], [1.51, 2.96, -3.59]]
}